[1]
{"formula": "C41H41F48I2N3O6", "method": "wB97M-V/def2-TZVPD", "symbols": ["C", "C", "I", "C", "C", "C", "N", "C", "N", "C", "C", "N", "C", "C", "C", "I", "H", "H", "H", "H", "H", "H", "H", "H", "H", "H", "H", "H", "H", "H", "H", "H", "H", "F", "C", "F", "C", "F", "F", "C", "O", "C", "F", "F", "C", "F", "F", "H", "H", "H", "H", "F", "C", "F", "C", "F", "F", "C", "O", "C", "F", "F", "C", "F", "F", "H", "H", "H", "H", "F", "C", "F", "C", "F", "F", "C", "O", "C", "F", "F", "C", "F", "F", "H", "H", "H", "H", "F", "C", "F", "C", "F", "F", "C", "O", "C", "F", "F", "C", "F", "F", "H", "H", "H", "H", "F", "C", "F", "C", "F", "F", "C", "O", "C", "F", "F", "C", "F", "F", "H", "H", "H", "H", "F", "C", "F", "C", "F", "F", "C", "O", "C", "F", "F", "C", "F", "F", "H", "H", "H", "H"], "positions_angstrom": [[0.808, 5.199, 4.831], [2.038, 4.277, 5.046], [3.779, 5.368, 5.734], [2.305, 3.307, 3.876], [3.044, 3.865, 2.629], [2.815, 5.310, 2.341], [2.716, 6.407, 2.248], [4.611, 3.648, 2.749], [5.174, 2.886, 1.636], [2.468, 3.091, 1.386], [2.454, 1.624, 1.607], [2.510, 0.518, 1.648], [1.032, 3.653, 1.098], [0.126, 2.610, 0.377], [-0.778, 1.840, 1.376], [-1.114, -0.230, 0.786], [0.445, 5.564, 5.798], [1.047, 6.049, 4.188], [0.018, 4.572, 4.397], [1.759, 3.648, 5.900], [2.934, 2.497, 4.271], [1.342, 2.830, 3.643], [5.069, 4.647, 2.715], [4.876, 3.258, 3.740], [5.306, 1.930, 1.944], [6.078, 3.252, 1.369], [3.038, 3.318, 0.483], [0.505, 3.946, 2.012], [1.131, 4.492, 0.403], [-0.556, 3.198, -0.243], [0.692, 1.958, -0.296], [-1.757, 2.306, 1.366], [-0.346, 1.830, 2.378], [7.411, 9.859, -0.273], [7.060, 10.093, -1.554], [6.689, 11.394, -1.634], [5.903, 9.200, -2.003], [4.787, 9.474, -1.296], [5.628, 9.525, -3.298], [6.161, 7.683, -1.973], [5.685, 6.968, -0.841], [6.479, 6.919, 0.292], [7.706, 7.405, 0.029], [6.641, 5.606, 0.592], [5.820, 7.610, 1.485], [5.554, 8.903, 1.216], [6.651, 7.587, 2.558], [7.936, 9.950, -2.194], [5.586, 7.272, -2.803], [7.198, 7.438, -2.201], [4.885, 7.116, 1.755], [0.964, -6.552, 0.524], [0.060, -5.578, 0.266], [-0.738, -6.041, -0.730], [0.729, -4.276, -0.165], [1.390, -4.437, -1.333], [-0.264, -3.377, -0.407], [1.673, -3.626, 0.865], [3.066, -3.874, 0.712], [3.598, -5.028, 1.259], [2.696, -5.639, 2.054], [4.616, -4.644, 2.057], [4.153, -5.966, 0.187], [3.197, -6.319, -0.696], [4.614, -7.103, 0.762], [-0.559, -5.427, 1.149], [1.580, -2.549, 0.713], [1.341, -3.794, 1.890], [4.970, -5.488, -0.358], [-2.855, 2.419, -5.330], [-3.519, 1.745, -6.291], [-4.502, 2.563, -6.743], [-4.131, 0.447, -5.765], [-5.072, 0.708, -4.831], [-4.782, -0.140, -6.811], [-3.148, -0.600, -5.212], [-2.970, -0.639, -3.800], [-2.056, 0.223, -3.217], [-1.314, 0.830, -4.164], [-1.209, -0.551, -2.506], [-2.731, 1.224, -2.275], [-3.652, 1.963, -2.927], [-1.820, 2.087, -1.769], [-2.835, 1.546, -7.121], [-3.585, -1.566, -5.444], [-2.196, -0.591, -5.741], [-3.223, 0.712, -1.446], [-3.096, 4.936, 4.303], [-3.254, 3.635, 3.989], [-2.109, 3.234, 3.373], [-4.440, 3.405, 3.054], [-4.231, 4.012, 1.864], [-4.490, 2.067, 2.798], [-5.824, 3.808, 3.592], [-6.327, 5.074, 3.195], [-5.945, 6.195, 3.916], [-5.300, 5.836, 5.042], [-7.082, 6.809, 4.303], [-5.132, 7.173, 3.067], [-4.021, 6.584, 2.579], [-4.737, 8.221, 3.825], [-3.362, 3.061, 4.913], [-6.526, 3.097, 3.157], [-5.905, 3.658, 4.669], [-5.726, 7.544, 2.229], [-1.236, -5.829, -6.806], [-1.502, -7.132, -7.030], [-0.459, -7.636, -7.733], [-2.795, -7.323, -7.823], [-2.680, -6.786, -9.058], [-2.960, -8.664, -8.001], [-4.083, -6.802, -7.164], [-4.546, -5.521, -7.572], [-4.018, -4.401, -6.955], [-3.278, -4.752, -5.887], [-5.065, -3.689, -6.481], [-3.241, -3.520, -7.933], [-2.231, -4.197, -8.508], [-2.699, -2.466, -7.269], [-1.550, -7.655, -6.071], [-4.873, -7.480, -7.485], [-4.056, -6.896, -6.078], [-3.895, -3.143, -8.722], [0.073, -7.945, 4.429], [-0.204, -7.646, 3.146], [-0.559, -6.329, 3.112], [-1.343, -8.497, 2.589], [-2.496, -8.243, 3.248], [-1.544, -8.102, 1.300], [-1.104, -10.016, 2.556], [-1.649, -10.780, 3.623], [-0.919, -10.897, 4.795], [0.326, -10.413, 4.627], [-0.789, -12.219, 5.038], [-1.636, -10.255, 5.983], [-1.872, -8.947, 5.759], [-0.865, -10.346, 7.091], [0.705, -7.765, 2.552], [-1.637, -10.378, 1.676], [-0.058, -10.263, 2.373], [-2.590, -10.753, 6.172]], "smiles": "C[C@H](I)C[C@@](C#N)(CN)[C@@H](C#N)CCCI.FC(F)C(F)(F)COC(F)(F)C(F)F.FC(F)C(F)(F)COC(F)(F)C(F)F.FC(F)C(F)(F)COC(F)(F)C(F)F.FC(F)C(F)(F)COC(F)(F)C(F)F.FC(F)C(F)(F)COC(F)(F)C(F)F.FC(F)C(F)(F)COC(F)(F)C(F)F", "charge": 0, "molar_mass_g_mol": 1837.5, "homo_lumo_gap_ev": 9.569, "e_tot_ha": -7591.55520}

---

[2]
{"formula": "C41H41N2O6P2PbSe2", "method": "wB97M-V/def2-TZVPD", "symbols": ["Pb", "O", "C", "O", "C", "C", "C", "C", "C", "N", "C", "O", "O", "H", "H", "H", "H", "C", "Se", "C", "C", "Se", "C", "H", "H", "H", "H", "H", "H", "H", "H", "H", "H", "O", "P", "C", "P", "O", "C", "C", "C", "C", "C", "C", "C", "C", "C", "C", "C", "C", "C", "C", "C", "C", "C", "C", "C", "C", "C", "C", "C", "C", "H", "H", "H", "H", "H", "H", "H", "H", "H", "H", "H", "H", "H", "H", "H", "H", "H", "H", "H", "H", "H", "H", "C", "C", "C", "N", "C", "C", "H", "H", "H", "H", "H"], "positions_angstrom": [[-0.968, 1.413, -0.853], [-0.211, 2.734, -5.468], [-0.663, 2.299, -4.290], [-0.622, 2.956, -3.277], [-1.256, 0.928, -4.359], [-1.531, 0.281, -5.549], [-2.179, -0.951, -5.486], [-2.518, -1.471, -4.253], [-2.189, -0.749, -3.106], [-1.565, 0.414, -3.170], [-2.575, -1.272, -1.720], [-3.072, -2.381, -1.655], [-2.337, -0.485, -0.740], [0.123, 3.639, -5.341], [-1.265, 0.735, -6.491], [-2.420, -1.484, -6.395], [-3.032, -2.413, -4.130], [-4.937, 2.108, -0.348], [-3.695, 2.715, -1.716], [-3.377, 4.568, -1.163], [-3.403, 4.836, 0.331], [-2.213, 3.706, 1.396], [-0.821, 5.015, 1.761], [-5.863, 2.675, -0.396], [-4.492, 2.166, 0.644], [-5.130, 1.064, -0.584], [-4.129, 5.180, -1.662], [-2.402, 4.804, -1.595], [-4.407, 4.711, 0.733], [-3.106, 5.869, 0.517], [-1.214, 5.811, 2.388], [-0.422, 5.424, 0.836], [-0.038, 4.488, 2.300], [-0.858, 0.796, 1.606], [-0.389, -0.449, 2.297], [-0.418, -1.877, 1.166], [0.761, -1.776, -0.203], [0.846, -0.390, -0.775], [2.360, -2.357, 0.389], [2.539, -3.656, 0.861], [3.800, -4.097, 1.221], [4.890, -3.243, 1.110], [4.716, -1.948, 0.650], [3.452, -1.504, 0.286], [0.249, -2.983, -1.429], [-0.435, -4.150, -1.103], [-0.754, -5.066, -2.090], [-0.381, -4.825, -3.405], [0.303, -3.666, -3.735], [0.611, -2.740, -2.751], [-1.479, -0.923, 3.640], [-2.771, -1.326, 3.291], [-3.686, -1.643, 4.279], [-3.322, -1.553, 5.616], [-2.045, -1.144, 5.967], [-1.122, -0.825, 4.981], [1.277, -0.238, 2.929], [1.942, -1.227, 3.651], [3.233, -1.006, 4.097], [3.864, 0.201, 3.821], [3.210, 1.183, 3.094], [1.917, 0.964, 2.645], [-1.410, -1.850, 0.697], [-0.303, -2.812, 1.718], [1.701, -4.338, 0.934], [3.936, -5.108, 1.579], [5.876, -3.591, 1.386], [5.564, -1.282, 0.571], [3.303, -0.494, -0.071], [-0.748, -4.344, -0.085], [-1.299, -5.964, -1.837], [-0.630, -5.544, -4.174], [0.594, -3.481, -4.760], [1.140, -1.828, -2.996], [-3.060, -1.382, 2.249], [-4.684, -1.957, 4.008], [-4.038, -1.801, 6.387], [-1.767, -1.069, 7.009], [-0.131, -0.495, 5.259], [1.453, -2.168, 3.870], [3.749, -1.772, 4.657], [4.873, 0.371, 4.171], [3.707, 2.119, 2.875], [1.391, 1.716, 2.073], [4.453, 2.967, -1.317], [4.036, 1.867, -2.050], [2.690, 1.539, -2.047], [1.774, 2.239, -1.383], [2.183, 3.297, -0.689], [3.507, 3.699, -0.618], [5.497, 3.250, -1.292], [4.739, 1.268, -2.611], [2.328, 0.670, -2.581], [1.411, 3.847, -0.161], [3.784, 4.566, -0.036]], "charge": 1, "molar_mass_g_mol": 1084.9, "homo_lumo_gap_ev": 8.013, "e_tot_ha": -7826.37178}